67
Properties=species:S:1:pos:R:3:forces:R:3 method="wB97M-V/def2-TZVPD" gap_ha=0.199 spin_multiplicity=1 total_charge=0
C 3.06367 -4.64623 2.45088 -0.11 0.13 0.07
C 2.49504 -4.58338 1.17807 0.02 0.05 -0.03
C 2.09608 -3.36110 0.60744 -0.15 0.04 0.30
C 2.28255 -2.17049 1.32985 0.75 -0.19 0.18
P 1.73036 -0.44825 0.87122 -0.70 -0.20 -1.24
C 0.72093 0.11421 2.33029 -0.16 -0.01 0.86
C -0.03890 1.30045 2.25204 0.06 -0.07 0.00
C -0.86528 1.71210 3.30902 0.38 -0.19 -0.15
C -0.87744 1.00950 4.51325 0.14 -0.22 -0.20
C -0.13697 -0.16470 4.61818 0.18 -0.21 -0.45
C 0.59942 -0.63783 3.51945 0.10 0.24 0.05
C 3.41221 0.28538 0.87923 0.40 0.67 -0.24
C 3.63067 1.57244 1.38815 0.16 -0.39 0.22
C 4.91538 1.94801 1.80597 0.12 0.01 -0.25
C 5.99399 1.06527 1.67270 -0.37 -0.11 -0.08
C 5.80746 -0.16815 1.03030 -0.23 0.46 -0.20
C 4.53788 -0.50956 0.56274 -0.21 -0.23 0.33
C 0.80221 -0.25822 -0.60162 0.71 0.34 0.96
C -0.22510 -1.26757 -0.75899 0.11 -0.90 -0.80
O -0.27048 -2.02903 -1.74104 -0.50 0.98 0.88
C -1.28537 -1.42966 0.33107 -0.36 -0.19 -0.13
C -1.26157 -2.50011 1.21575 -0.22 -0.50 0.39
C -2.31779 -2.72869 2.10625 -0.50 0.36 -0.46
C -3.46450 -1.91986 2.04967 0.19 -0.05 0.15
C -3.49146 -0.81370 1.19869 0.29 -0.12 -0.43
C -2.39723 -0.57885 0.35394 0.01 0.04 0.10
C 3.10215 -2.24823 2.47809 -0.31 -0.13 0.32
C 3.40520 -3.46074 3.09971 -0.20 0.31 -0.55
H 3.25807 -5.59988 2.94784 -0.01 0.23 -0.36
H 2.35275 -5.51055 0.62434 -0.08 0.27 0.06
H 1.66080 -3.36016 -0.39447 -0.13 0.12 0.37
H -0.00826 1.90765 1.34548 -0.07 -0.28 0.12
H -1.50856 2.58101 3.19121 0.26 -0.06 -0.04
H -1.47649 1.34874 5.35721 0.10 -0.03 -0.24
H -0.14055 -0.74508 5.54472 -0.08 0.16 -0.36
H 1.07186 -1.61682 3.60073 -0.05 0.37 0.01
H 2.78291 2.25242 1.47786 0.24 -0.14 0.30
H 5.07741 2.93446 2.24626 -0.09 -0.31 -0.15
H 6.98341 1.33844 2.04465 -0.34 -0.05 -0.07
H 6.64426 -0.86254 0.90773 -0.32 0.33 -0.11
H 4.40156 -1.44953 0.01893 0.02 0.28 0.40
H 1.15653 0.29373 -1.48656 0.40 -0.83 0.55
H -0.44514 -3.22000 1.19509 -0.07 0.24 0.01
H -2.29634 -3.57717 2.78793 0.07 0.14 -0.18
H -4.35372 -2.16515 2.64139 0.47 0.14 -0.07
H -4.37784 -0.16544 1.13978 0.50 -0.34 0.07
H -2.40845 0.25745 -0.33856 -0.10 0.04 0.11
H 3.53251 -1.33824 2.89386 -0.48 -0.09 0.21
H 3.89018 -3.45546 4.07292 0.08 -0.07 -0.26
O -5.13795 3.22773 -7.98680 0.64 0.16 1.40
N -4.80838 3.46617 -6.83820 0.46 -0.28 1.43
C -4.00834 2.88633 -5.86870 -0.91 0.41 -1.64
C -4.08117 3.67807 -4.69700 -1.39 1.52 0.27
N -4.94791 4.72007 -4.87629 1.87 -2.21 -0.27
O -5.36770 4.60322 -6.18919 0.15 -0.39 0.15
C -3.30316 3.25182 -3.50715 0.71 -1.54 -0.26
N -3.47797 3.78121 -2.15420 0.18 0.12 2.45
O -3.76943 4.97572 -1.95635 0.48 -2.67 -0.81
O -3.26274 2.92273 -1.23443 -0.67 2.52 -2.09
C -2.43697 2.15232 -3.58465 -1.75 1.88 0.61
C -2.36059 1.46711 -4.79332 1.51 -0.83 -2.03
N -1.31905 0.64793 -5.21114 -0.67 0.58 0.71
O -0.35673 0.16991 -4.64031 -1.20 0.50 -0.85
O -1.51752 0.42839 -6.58381 -0.08 -0.27 0.54
N -2.61188 1.11648 -7.05771 -0.92 1.52 2.57
C -3.10738 1.77507 -5.96003 1.59 -1.24 -2.29
H -1.88509 1.79885 -2.72934 0.07 0.17 0.17



65
Properties=species:S:1:pos:R:3:forces:R:3 method="wB97M-V/def2-TZVPD" gap_ha="0.204 / 0.156" e_above_lowest_kcal_mol=3.77 spin_multiplicity=1 total_charge=-2
Sc -0.48801 0.41238 0.46864 -0.06 0.05 -0.49
C -3.88763 0.15209 3.51079 -0.34 0.18 -0.46
C -4.87368 -0.59234 2.80794 0.28 -0.85 0.05
C -4.51158 -1.47596 1.80705 1.96 1.19 -0.12
C -3.10949 -1.38035 1.33243 -1.02 -0.58 -0.35
N -2.28560 -0.42466 1.85259 0.61 -0.92 -0.63
C -2.62235 0.21508 2.96960 -1.42 -0.62 -0.13
N -2.74166 -2.27056 0.36314 -1.57 0.68 0.96
C -1.50680 -2.49065 -0.00483 2.05 -0.22 -0.66
N -0.35949 -1.75388 0.31415 -0.57 -2.02 -0.12
C 0.73839 -2.56308 0.00803 -0.83 1.06 -0.06
N 1.96589 -2.39491 0.41316 1.69 -0.31 -0.60
C 2.50988 -1.42383 1.15579 -0.47 -0.69 0.67
C 3.82224 -1.73359 1.69539 0.11 1.20 -0.36
C 4.35290 -0.90923 2.66427 -1.31 0.75 -0.22
C 3.55915 0.20875 3.13329 0.35 -1.40 -0.86
C 2.34162 0.45788 2.50452 0.95 -0.39 0.69
N 1.83091 -0.30704 1.53333 -0.35 0.07 0.04
C 0.31387 -3.69465 -0.79154 -0.20 0.02 -0.11
C 0.96831 -4.65854 -1.56050 0.48 -0.45 -0.71
C 0.25796 -5.51394 -2.42928 0.49 0.41 1.04
C -1.15203 -5.50014 -2.40849 -1.34 0.44 0.21
C -1.83581 -4.59201 -1.57937 1.20 0.22 0.51
C -1.07912 -3.66457 -0.81043 -1.67 0.28 -0.11
H -4.14909 0.76234 4.36988 0.02 -0.10 -0.13
H -5.90727 -0.51604 3.12551 -0.07 -0.14 0.08
H -5.14387 -2.19770 1.29157 -0.02 0.39 0.21
H -1.85869 0.80831 3.38694 0.65 0.79 0.49
H 4.38150 -2.52035 1.17981 -0.28 0.11 0.50
H 5.34542 -1.05278 3.07517 0.01 -0.17 -0.01
H 3.93635 0.77257 3.96559 -0.12 0.46 0.10
H 1.71000 1.28543 2.80761 0.28 0.04 -0.01
H 2.06122 -4.68615 -1.51954 -0.29 -0.07 -0.13
H 0.80659 -6.23659 -3.04184 -0.22 0.30 0.16
H -1.78027 -6.15759 -3.04847 0.76 0.33 0.44
H -2.90985 -4.56828 -1.43922 -0.05 -0.08 -0.41
O -2.16245 1.18352 -0.49452 -0.40 -0.16 0.57
C -2.78713 2.31339 -0.39746 -0.62 0.56 -0.11
C -4.20424 2.33627 -0.23408 -0.02 0.20 -0.43
C -4.93181 3.53069 -0.28206 1.20 -0.67 -0.24
C -4.26665 4.74098 -0.53340 0.06 0.57 -0.06
C -2.87745 4.78817 -0.52483 0.27 -1.03 -0.13
C -2.12100 3.59904 -0.40569 -0.84 -0.76 0.89
C -0.70043 3.57403 -0.14575 0.96 -0.03 -0.16
N 0.00423 2.46062 -0.47145 -0.87 0.86 -0.91
N 1.20208 2.61604 -0.98215 1.29 -1.49 -0.48
C 1.64587 1.35423 -1.28061 -0.16 1.53 0.53
O 0.91067 0.32731 -1.09921 0.96 -0.30 -0.43
C 3.05815 1.28481 -1.77564 -1.57 0.74 -0.21
C 3.67661 0.06648 -1.98718 1.25 0.14 -0.50
C 4.97991 0.08127 -2.53322 -0.32 -0.67 -0.18
C 5.58168 1.28488 -2.89369 -0.17 -1.10 0.37
C 4.96176 2.48181 -2.56412 0.40 1.43 -0.47
C 3.67090 2.52419 -2.07752 0.81 -1.46 0.44
H -4.68095 1.35047 -0.14506 0.07 0.52 0.14
H -5.99280 3.48384 -0.13519 -0.46 0.13 -0.12
H -4.78964 5.67364 -0.77551 -0.10 -0.42 0.39
H -2.35750 5.73447 -0.67503 -0.05 -0.14 0.17
H -0.18377 4.54648 -0.15372 0.03 -0.35 -0.13
H 3.16988 -0.87123 -1.79459 -0.09 0.12 0.26
H 5.52067 -0.88050 -2.71096 -0.60 0.89 0.05
H 6.50057 1.21409 -3.45797 0.32 0.38 0.26
H 5.51615 3.43223 -2.70233 -0.44 -0.61 -0.19
H 3.14908 3.43424 -1.84581 -0.03 0.11 0.00
Se -0.19226 2.53912 1.97605 -0.57 1.07 1.19



66
Properties=species:S:1:pos:R:3:forces:R:3 method="wB97M-V/def2-TZVPD" gap_ha=0.276 spin_multiplicity=1 total_charge=+1
Al 0.51901 1.30102 -0.62043 -0.81 0.53 1.50
Br 5.30921 1.14522 -0.81813 -0.08 -0.02 0.14
C 4.17691 1.10372 0.68837 -0.30 0.04 -0.42
C 4.72551 0.98622 1.96977 -0.16 -0.01 0.40
C 3.91181 0.93232 3.07237 0.24 -0.04 0.03
Br 4.69591 0.73012 4.78447 -0.07 0.03 -0.11
C 2.50421 1.00112 2.94057 0.04 0.00 -0.35
C 1.56891 0.89592 3.98437 -0.33 0.01 -0.18
C 0.22641 0.94982 3.69217 0.25 0.02 0.19
C -0.19519 1.13102 2.37237 -0.18 0.08 -0.11
N 0.65661 1.21782 1.37177 -0.34 0.06 0.03
C 1.97901 1.14372 1.63107 0.85 -0.16 0.78
C 2.81071 1.17182 0.49187 1.15 -0.09 0.29
O 2.24071 1.22992 -0.68623 0.55 -0.03 -0.53
H 5.79831 0.92462 2.07427 0.03 0.00 0.06
H 1.90991 0.75742 4.99937 0.02 0.01 0.06
H -0.50249 0.84162 4.47647 -0.17 0.05 0.06
H -1.24029 1.19722 2.10787 -0.15 -0.05 0.09
O -1.95269 2.25462 -2.96273 -0.26 -0.14 -0.33
S -1.29189 1.22142 -2.25123 -0.80 0.38 -1.49
O -1.47349 1.27852 -0.77123 0.17 -0.11 0.01
O 0.21291 1.23192 -2.39863 -0.31 0.04 -0.33
C -1.69109 -0.39608 -2.81943 0.07 0.17 0.13
C -2.26629 -0.58778 -4.05903 -0.14 0.17 -0.11
C -2.34489 -1.87128 -4.58193 0.04 0.10 0.17
C -1.83729 -2.93628 -3.85213 -0.09 0.05 -0.07
C -1.26599 -2.72818 -2.60623 -0.01 0.23 0.18
C -1.18219 -1.44628 -2.06803 0.05 -0.30 0.13
P -0.38699 -1.11688 -0.44563 0.11 -1.23 0.01
C 0.60441 -2.63158 -0.24703 0.01 0.41 0.12
C 1.91581 -2.52668 -0.70683 -0.20 0.18 0.05
C 2.74091 -3.63428 -0.71113 0.09 -0.09 -0.03
C 2.25771 -4.84858 -0.25193 0.00 -0.03 -0.02
C 0.95661 -4.95688 0.21747 -0.04 -0.01 0.01
C 0.12431 -3.85078 0.22597 0.02 0.09 0.00
C -1.78829 -1.28528 0.71497 0.24 0.02 0.11
C -3.07719 -0.90738 0.35117 0.13 0.01 -0.04
C -4.10179 -0.93028 1.28017 -0.01 0.01 0.00
C -3.85289 -1.33908 2.58147 -0.05 -0.04 -0.01
C -2.57369 -1.72258 2.95197 0.02 -0.02 0.10
C -1.54159 -1.69108 2.02767 0.02 0.01 -0.12
H -2.63049 0.26882 -4.60173 -0.07 0.10 -0.15
H -2.78529 -2.01958 -5.55573 -0.03 -0.07 -0.05
H -1.88139 -3.94178 -4.24583 -0.02 -0.02 -0.07
H -0.86829 -3.56218 -2.04883 0.00 -0.08 -0.04
H 2.26431 -1.56708 -1.07243 0.15 0.00 -0.02
H 3.75271 -3.55178 -1.07723 0.10 -0.01 -0.02
H 2.89341 -5.71878 -0.26583 0.10 -0.12 0.02
H 0.58221 -5.90758 0.56667 0.01 -0.08 0.05
H -0.89219 -3.94128 0.58677 -0.02 0.01 -0.01
H -3.27319 -0.57438 -0.65753 -0.11 -0.04 -0.01
H -5.09239 -0.62028 0.98467 -0.11 -0.02 -0.01
H -4.65969 -1.37328 3.29937 -0.02 0.03 0.06
H -2.37889 -2.04488 3.96607 0.02 -0.03 0.01
H -0.54449 -1.98828 2.32927 0.04 -0.01 0.00
C -0.46659 5.95892 -1.21263 0.11 -0.29 0.06
C 0.54171 5.31112 -1.90853 -0.01 0.03 0.06
C 0.87241 4.01312 -1.56133 0.25 0.31 -0.21
N 0.24201 3.35452 -0.58673 0.15 -0.27 -0.20
C -0.72389 3.98052 0.09057 -0.11 0.14 0.16
C -1.09449 5.28592 -0.17583 0.08 -0.13 0.03
H -0.76369 6.96222 -1.47433 0.02 0.11 -0.01
H 1.05601 5.81072 -2.71223 0.11 -0.04 -0.11
H 1.65481 3.46372 -2.07593 -0.09 0.10 0.00
H -1.22099 3.39432 0.85257 -0.03 0.08 0.01
H -1.86309 5.76722 0.40637 -0.12 -0.06 0.06